A structure of composition C44H26ClF9N2O3PRuS, computed with ωB97M-V with the def2-TZVPD basis set.

The calculation puts the molar mass at 1001.25 g mol⁻¹. The calculation puts the total energy at -114861.1049 eV. The energy relative to the best compared isomer or geometry (same formula, charge and spin) is 77.6 kcal/mol. As for the multiplicity: 2. The HOMO energy (alpha / beta) comes out at -7.7 / -7.8 eV. The LUMO energy (alpha / beta) is -1.852 / -1.561 eV. As for the expectation value of S²: 1.213. The HOMO-LUMO gap (alpha / beta) comes out at 5.9 / 6.3 eV. The net charge is 0.

Geometry as XYZ:
```
88
Properties=species:S:1:pos:R:3:forces:R:3
Ru 0.0869 -0.0252 -0.0551 -0.282 0.508 -0.076
Cl -5.6693 4.0488 1.8449 0.070 -0.048 0.030
C -4.2958 2.9848 1.7156 -0.052 0.134 0.232
C -3.4407 2.8147 2.8204 -0.100 0.084 0.043
C -2.3519 1.9952 2.7355 0.062 -0.002 0.101
C -2.0380 1.3121 1.5381 -0.058 -0.154 -0.214
O -1.0111 0.5263 1.5270 0.039 -0.012 0.288
C -2.8925 1.5132 0.4217 -0.161 0.143 0.269
C -2.6321 0.9765 -0.8596 -0.481 0.105 -0.235
N -1.5838 0.3323 -1.2303 0.332 -0.297 -0.227
C -1.3770 0.0131 -2.5958 0.160 -0.168 0.305
C -2.1295 0.4157 -3.6599 -0.288 0.219 -0.305
C -1.8214 -0.0119 -4.9698 -0.183 0.134 -0.011
C -0.7766 -0.8492 -5.2162 0.060 -0.058 -0.092
C 0.0344 -1.2745 -4.1431 -0.050 0.092 0.188
C 1.1216 -2.1594 -4.2885 0.053 -0.065 -0.192
C 1.8226 -2.5460 -3.1896 0.180 -0.188 0.065
C 1.4916 -2.0062 -1.9363 0.231 -0.140 -0.127
N 0.5269 -1.1405 -1.7624 -0.243 0.408 -0.427
C -0.2492 -0.8060 -2.8469 -0.051 -0.050 0.106
C -4.0335 2.3447 0.5496 0.037 -0.138 -0.338
H -3.6506 3.3475 3.7405 0.003 -0.015 -0.051
H -1.6770 1.8684 3.5730 -0.027 -0.006 -0.012
H -3.3956 1.1755 -1.6113 -0.032 -0.003 0.090
H -2.9706 1.0829 -3.5177 0.051 -0.061 -0.074
H -2.4339 0.3308 -5.7946 -0.018 0.018 0.083
H -0.5576 -1.1892 -6.2227 0.002 0.017 0.098
H 1.3802 -2.5327 -5.2738 -0.043 0.018 0.055
H 2.6421 -3.2490 -3.2633 -0.027 0.048 0.049
H 2.0389 -2.2888 -1.0581 0.139 -0.057 0.071
H -4.6843 2.4933 -0.3074 0.067 -0.030 0.069
O 2.4558 2.9361 2.8096 -0.428 -0.147 -0.259
C 1.6071 2.6639 1.9552 0.362 -0.154 -0.037
O 1.5412 1.5908 1.2586 0.424 -0.214 0.509
C 0.5174 3.6447 1.6140 -0.037 0.020 0.056
C 0.1598 4.6148 2.5392 0.000 0.030 -0.075
C -0.8863 5.4911 2.2816 0.023 -0.017 0.014
C -1.5820 5.3925 1.0838 -0.023 0.063 -0.081
C -1.2326 4.4265 0.1515 -0.067 0.021 -0.040
C -0.1705 3.5488 0.3946 -0.071 0.007 0.122
S 0.2642 2.4609 -0.9142 0.326 -0.451 -0.236
H 0.7275 4.6588 3.4615 -0.029 -0.002 -0.042
H -1.1646 6.2418 3.0134 0.017 -0.055 -0.043
H -2.4055 6.0663 0.8700 0.050 -0.063 0.036
H -1.7856 4.3423 -0.7792 0.067 0.005 0.087
F 3.4369 -7.5081 1.2175 0.100 0.003 0.055
C 4.1960 -6.5680 1.8202 -0.080 0.032 -0.044
F 5.4357 -6.6726 1.3103 -0.099 -0.084 0.080
F 4.2582 -6.8910 3.1241 0.059 -0.072 -0.114
C 3.6247 -5.1943 1.6248 0.106 0.053 -0.038
C 4.1209 -4.3618 0.6364 -0.062 0.144 -0.092
C 3.6063 -3.0788 0.4945 -0.041 -0.040 0.107
C 2.5998 -2.5966 1.3420 0.002 -0.033 -0.087
C 2.0846 -3.4806 2.2934 -0.055 0.018 -0.096
C 2.5923 -4.7621 2.4384 -0.155 0.003 0.069
P 2.0362 -0.8016 1.2636 0.324 0.187 0.101
C 3.6360 -0.0885 0.7070 -0.108 0.027 0.115
C 3.6840 0.5767 -0.5174 0.060 0.033 0.157
C 4.8717 1.1060 -0.9879 -0.065 0.001 -0.063
C 6.0263 0.9868 -0.2267 -0.049 -0.066 -0.014
C 5.9968 0.3271 0.9875 0.011 -0.054 0.111
C 4.8057 -0.2232 1.4425 0.076 -0.154 0.056
C 7.3038 1.5516 -0.7688 0.000 0.017 -0.004
F 7.6512 0.9381 -1.9246 0.048 0.118 0.144
F 8.3306 1.4071 0.0867 -0.055 0.063 -0.181
F 7.1850 2.8634 -1.0477 0.109 -0.116 -0.002
C 1.7312 -0.5371 3.0464 0.013 0.007 -0.070
C 2.6285 0.0391 3.9319 -0.011 0.139 -0.042
C 2.2619 0.2634 5.2522 0.071 0.019 -0.006
C 1.0023 -0.1003 5.6887 0.009 -0.025 -0.017
C 0.1049 -0.7107 4.8220 -0.031 -0.028 0.000
C 0.4709 -0.9214 3.5072 0.065 -0.028 0.056
C 0.5569 0.1879 7.0899 0.004 0.024 -0.018
F 0.0276 -0.9083 7.6746 0.034 0.146 0.035
F -0.4051 1.1389 7.1100 0.122 -0.129 0.093
F 1.5621 0.6179 7.8707 -0.184 -0.048 -0.006
H 4.9214 -4.7004 -0.0091 -0.020 0.030 0.029
H 4.0226 -2.4415 -0.2767 0.096 0.040 0.098
H 1.2859 -3.1662 2.9488 0.050 0.009 0.071
H 2.1911 -5.4222 3.1988 0.028 0.070 -0.021
H 2.7802 0.7174 -1.0846 -0.232 0.072 -0.088
H 4.8976 1.6268 -1.9392 -0.006 -0.036 0.074
H 6.8989 0.2379 1.5780 -0.036 -0.026 -0.020
H 4.8101 -0.7826 2.3708 0.005 0.030 -0.059
H 3.5983 0.3711 3.5982 -0.036 0.114 -0.004
H 2.9554 0.7402 5.9311 -0.015 0.005 -0.033
H -0.8763 -1.0075 5.1751 0.041 0.027 -0.043
H -0.2363 -1.3743 2.8292 -0.101 0.024 -0.054
```
Forces are in eV/Å.

***

A structure of composition C44H28CrF15GeN3O2SSi2 at a distorted geometry, computed with ωB97M-V with the def2-TZVPD basis set.

The calculation puts the molar mass at 1128.54 g mol⁻¹. The calculation puts the total energy at -206938.5968 eV. As for the multiplicity: 4. The HOMO energy (alpha / beta) comes out at -5.1 / -5.1 eV. The LUMO energy (alpha / beta) is 0.979 / 0.995 eV. As for the expectation value of S²: 3.934. The HOMO-LUMO gap (alpha / beta) comes out at 6.1 / 6.1 eV. The net charge is -1.

Geometry as XYZ:
```
97
Properties=species:S:1:pos:R:3:forces:R:3
Cr 1.3037 0.9942 0.6187 0.709 -0.136 -0.351
C 2.7855 -2.8223 -1.5706 0.139 0.264 -0.061
Si 3.8473 -1.3617 -1.0239 -0.273 -0.018 0.021
C 5.2078 -0.9826 -2.2824 -0.153 -0.284 0.164
C 4.5482 -1.8623 0.6597 0.015 0.103 -0.171
C 5.7031 -2.6530 0.6332 0.022 0.065 -0.136
C 6.2318 -3.2114 1.7836 -0.006 -0.076 0.011
C 5.5803 -3.0139 2.9926 0.026 0.017 0.005
C 4.4473 -2.2191 3.0344 -0.035 -0.068 0.036
C 3.9228 -1.6137 1.8884 -0.363 0.160 -0.283
Si 2.5416 -0.3171 2.2158 0.671 -0.462 0.994
C 3.5918 0.8975 3.2696 -0.398 0.056 -0.135
C 1.2847 -1.1745 3.3788 0.148 0.136 -0.142
H 3.4084 -3.7164 -1.6555 0.044 -0.013 0.050
H 2.3264 -2.6402 -2.5399 -0.027 0.037 -0.038
H 1.9882 -3.0295 -0.8554 0.035 0.061 0.087
H 5.3612 -1.8395 -2.9414 0.049 -0.005 -0.029
H 6.1601 -0.7379 -1.8104 -0.019 0.028 0.061
H 4.9088 -0.1360 -2.9003 -0.043 -0.003 -0.012
H 6.2045 -2.8239 -0.3147 0.034 -0.041 0.009
H 7.1387 -3.8020 1.7393 -0.012 -0.020 -0.012
H 5.9643 -3.4619 3.9011 0.006 0.001 0.007
H 3.9630 -2.0534 3.9911 0.024 0.010 0.026
H 4.3018 0.3706 3.9084 -0.015 -0.123 -0.051
H 2.9508 1.5170 3.8967 -0.017 0.028 -0.026
H 4.1614 1.5697 2.6243 0.011 -0.015 -0.037
H 1.7055 -1.3020 4.3788 0.034 -0.001 0.031
H 1.0116 -2.1626 3.0051 -0.014 -0.005 -0.067
H 0.3706 -0.5860 3.4839 -0.002 0.046 -0.004
C -3.9223 -2.5652 7.5162 0.026 -0.135 -0.054
O -4.0582 -1.2475 8.0047 -0.004 0.091 -0.008
C -4.1168 -0.2443 7.0863 -0.048 0.112 -0.005
C -4.4529 1.0168 7.5745 0.109 -0.113 0.167
C -4.5961 2.0859 6.7176 0.047 0.161 -0.281
C -4.3682 1.9340 5.3481 0.475 -0.881 0.481
C -3.9801 0.6795 4.8733 -0.328 0.216 0.089
C -3.8831 -0.4073 5.7265 0.134 -0.131 -0.083
N -4.7594 2.9510 4.4548 -0.437 0.401 -0.477
N -4.1424 3.2014 3.4083 -0.611 0.566 0.133
C -2.8230 2.7955 3.1916 1.100 -0.406 0.232
C -1.8267 2.9982 4.1366 -0.561 0.259 -0.382
C -0.4723 2.8161 3.8501 0.355 -0.232 -0.225
C -0.0915 2.2841 2.6249 -0.125 -0.008 0.202
O 1.1251 2.0494 2.2084 0.092 0.533 0.691
C -1.1236 1.9122 1.7227 -0.117 0.253 0.158
N -0.6715 1.2248 0.6397 -1.598 -0.015 -0.351
C -1.5592 0.8885 -0.2853 0.408 -0.203 0.043
C -2.9057 1.2512 -0.2050 -0.435 0.210 0.188
C -3.3747 1.9287 0.8964 0.162 -0.105 -0.248
C -2.4700 2.2574 1.9242 0.132 -0.160 0.223
H -4.0347 -3.2198 8.3769 -0.001 0.003 -0.019
H -2.9414 -2.7382 7.0637 -0.002 0.068 0.015
H -4.6971 -2.7943 6.7788 -0.002 -0.012 0.042
H -4.6118 1.1231 8.6395 -0.034 0.041 -0.003
H -4.8748 3.0598 7.0986 -0.109 -0.006 -0.005
H -3.8143 0.5445 3.8126 -0.004 -0.085 0.035
H -3.6204 -1.3698 5.3102 0.008 0.003 0.044
H -2.1176 3.3781 5.1081 0.047 0.046 -0.009
H 0.2812 3.0662 4.5847 0.028 0.000 -0.017
H -1.1860 0.3117 -1.1246 0.058 0.032 -0.016
H -3.5645 0.9782 -1.0179 0.009 -0.003 -0.009
H -4.4142 2.2137 0.9952 -0.025 -0.042 -0.043
F -0.2740 3.0269 -2.7039 -0.012 0.248 -0.037
C -1.4076 2.7837 -3.3972 -0.146 -0.307 -0.024
C -1.5860 1.5190 -3.9396 0.142 0.167 0.155
C -2.7954 1.3242 -4.5826 0.184 0.071 0.184
F -3.1215 0.1276 -5.1017 -0.075 0.002 -0.146
C -3.7511 2.3225 -4.7116 0.014 -0.054 0.001
F -4.8973 2.0913 -5.3673 -0.067 0.010 0.025
C -3.5244 3.5664 -4.1545 0.082 -0.127 -0.021
F -4.4517 4.5240 -4.2425 -0.031 0.078 -0.041
C -2.3343 3.8033 -3.4885 0.052 0.050 0.071
F -2.1138 5.0046 -2.9375 0.004 0.017 0.018
Ge -0.0243 0.2157 -3.4288 -0.486 -0.071 -0.822
S 2.6755 0.4512 -0.9688 0.754 -0.170 -0.283
C -0.8315 -1.4045 -4.4551 0.030 -0.156 0.222
C -1.3281 -2.4112 -3.6461 0.200 0.226 -0.142
F -1.3352 -2.2276 -2.3044 -0.129 -0.205 0.026
C -1.8160 -3.6128 -4.1258 -0.035 0.017 0.037
F -2.2654 -4.5676 -3.2984 -0.033 -0.013 0.006
C -1.8367 -3.8231 -5.4917 -0.005 0.018 0.043
F -2.3096 -4.9726 -5.9864 -0.011 -0.037 -0.027
C -1.3679 -2.8391 -6.3429 0.118 0.064 -0.022
F -1.3903 -3.0474 -7.6669 -0.032 -0.023 -0.027
C -0.8703 -1.6603 -5.8141 -0.030 0.033 0.259
F -0.4426 -0.7351 -6.6900 -0.066 -0.055 -0.144
C 1.2695 0.6983 -4.9645 0.344 -0.136 0.308
C 2.2780 -0.2404 -5.1182 -0.180 0.214 -0.052
F 2.1736 -1.4131 -4.4554 0.229 -0.037 -0.001
C 3.3865 -0.0632 -5.9221 -0.041 0.009 -0.008
F 4.3525 -0.9885 -5.9985 -0.011 -0.057 -0.062
C 3.4895 1.1031 -6.6592 -0.037 -0.016 0.081
F 4.5353 1.2970 -7.4696 0.048 0.024 -0.031
C 2.5050 2.0669 -6.5473 -0.037 0.038 -0.041
F 2.6020 3.1881 -7.2753 0.012 0.054 0.016
C 1.4345 1.8600 -5.6923 -0.168 -0.190 0.162
F 0.5202 2.8437 -5.6005 0.081 0.115 -0.138
```
Forces are in eV/Å.